(1)
# C4H4N2O

An isolated molecule of C4H4N2O (the ωB97M-V functional and the def2-TZVPD basis, the Open Molecules 2025 dataset).

```
11
Properties=species:S:1:pos:R:3:forces:R:3:mulliken_charge:R:1
O -1.49556 2.13982 0.02482 0.23 -0.33 -0.03 -0.578
C -0.77107 1.15946 0.02884 0.12 0.03 0.10 0.515
C -1.21141 -0.21376 -0.14770 -0.27 -0.15 -0.06 -0.223
C -0.32814 -1.26270 -0.32440 0.07 -0.06 0.06 -0.095
N 0.99592 -1.12762 -0.27352 -0.50 -0.28 0.04 -0.481
C 1.40093 0.12571 0.07570 0.34 0.56 0.18 -0.258
N 0.61568 1.27516 0.20900 -0.35 0.48 -0.38 -0.413
H -2.28028 -0.39514 -0.16337 0.07 0.01 -0.02 0.368
H -0.69946 -2.27247 -0.48358 0.00 0.14 -0.08 0.388
H 1.33234 0.21815 1.22599 0.37 -0.37 0.02 0.371
H 2.44104 0.35341 -0.17178 -0.08 -0.03 0.16 0.407
```
Forces are in eV/Å.

* energy: -9236.8578 eV
* HOMO energy (alpha / beta): -9.5 / -9.7 eV
* LUMO energy (alpha / beta): -1.8 / -2.1 eV

(2)
# C21H32N4O3

An isolated molecule of C21H32N4O3 (the ωB97M-V functional and the def2-TZVPD basis, the Open Molecules 2025 dataset).

```
60
Properties=species:S:1:pos:R:3:forces:R:3:mulliken_charge:R:1
C 5.48265 4.78364 -0.19406 0.00 0.00 0.00 -1.290
C 4.12711 4.23827 -0.62454 0.00 0.00 0.00 -0.294
C 3.40311 3.50915 0.49994 -0.01 0.00 0.00 -0.787
C 2.04659 2.95655 0.08153 0.01 -0.02 0.00 -0.855
C 1.34728 2.22643 1.21868 -0.01 0.02 -0.03 -0.001
C 0.00923 1.63092 0.88704 -0.01 -0.02 0.01 -0.567
C -0.59570 1.69100 -0.29313 0.00 0.01 -0.01 -0.597
C -1.95276 1.10708 -0.56369 0.02 0.00 -0.02 -0.504
C -1.98571 0.40058 -1.91783 0.02 -0.01 -0.01 0.564
O -1.30293 0.80964 -2.84258 0.01 0.00 0.01 -0.710
N -2.78757 -0.69259 -2.04971 -0.05 0.05 -0.01 0.235
C -2.82519 -1.36236 -3.35030 0.00 -0.04 -0.02 -0.744
C -3.16491 -2.84254 -3.21270 0.02 0.00 0.02 -1.203
C -2.23369 -3.56184 -2.27031 -0.04 0.01 -0.06 0.024
C -2.72713 -4.57111 -1.28570 0.01 -0.01 0.01 -0.920
C -2.23497 -3.24491 -0.78123 0.02 -0.05 0.01 1.454
C -0.83653 -3.27958 -0.21685 -0.03 -0.02 0.03 -0.033
O -0.24328 -4.30969 0.04284 -0.01 0.01 0.01 -0.703
N -0.25786 -2.05444 -0.06375 0.04 0.06 -0.05 0.119
C 1.02603 -1.89281 0.55707 0.01 -0.04 0.03 -1.051
C 0.92382 -1.38390 1.96096 0.03 -0.01 0.00 0.734
N 1.87576 -0.92116 2.70065 -0.01 0.01 0.02 -0.664
C 1.20776 -0.58359 3.85749 0.01 -0.01 -0.01 0.941
C 1.87913 0.01486 5.03811 0.01 -0.01 0.01 -1.122
N -0.06755 -0.82479 3.82568 -0.01 0.00 0.00 -0.709
O -0.26685 -1.37029 2.55268 -0.01 0.00 0.00 0.029
C -3.19923 -2.24870 -0.13910 -0.01 -0.01 0.05 -0.828
C -3.74422 -1.13488 -1.04802 0.01 0.02 0.00 -1.358
H 5.98601 5.30066 -1.01166 0.00 0.00 0.00 0.384
H 5.37502 5.49034 0.63149 0.00 0.00 0.00 0.318
H 6.13737 3.97803 0.14468 0.00 0.00 0.00 0.317
H 3.49760 5.05700 -0.98634 0.00 0.00 0.00 0.305
H 4.25560 3.55566 -1.47012 0.00 0.00 0.00 0.313
H 4.03200 2.68836 0.86282 0.00 0.00 0.00 0.348
H 3.27266 4.19190 1.34740 0.00 0.00 0.00 0.353
H 1.41577 3.77466 -0.28060 0.00 0.00 0.00 0.362
H 2.18013 2.27382 -0.76436 0.00 0.01 0.00 0.398
H 2.00143 1.43035 1.59144 -0.01 0.01 0.01 0.079
H 1.21524 2.91215 2.06442 0.01 0.00 0.01 0.328
H -0.49824 1.12627 1.70885 0.00 0.01 0.00 0.345
H -0.13118 2.18668 -1.13658 0.00 0.00 0.00 0.402
H -2.25432 0.45952 0.26048 0.00 0.01 0.01 0.284
H -2.69509 1.91181 -0.62616 -0.02 -0.02 0.01 0.457
H -3.54822 -0.86702 -4.00761 0.00 0.00 0.01 0.247
H -1.84492 -1.23505 -3.80600 0.00 0.00 0.01 0.482
H -4.19978 -2.98086 -2.89354 0.00 0.00 0.00 0.377
H -3.09693 -3.29818 -4.20298 -0.01 0.01 0.00 0.451
H -1.24575 -3.74885 -2.67852 0.01 0.00 0.02 0.358
H -3.79769 -4.72988 -1.23707 0.00 0.02 -0.01 0.254
H -2.11394 -5.43408 -1.07098 0.01 0.01 0.00 0.342
H -0.75258 -1.22961 -0.35682 -0.03 -0.01 0.00 -0.001
H 1.51761 -2.86628 0.56924 0.00 0.01 0.00 0.451
H 1.65459 -1.20028 -0.00378 -0.01 0.00 -0.01 0.292
H 1.15543 0.20572 5.82632 0.00 0.01 0.00 0.308
H 2.64894 -0.66085 5.40940 0.00 0.00 -0.01 0.280
H 2.36409 0.94843 4.75355 0.00 0.00 0.00 0.274
H -4.04313 -2.78395 0.30190 0.00 -0.01 -0.02 0.565
H -2.68318 -1.78709 0.70672 0.01 0.01 -0.01 0.095
H -4.06790 -0.29029 -0.44213 0.01 0.00 0.00 0.609
H -4.63906 -1.46804 -1.57265 0.00 -0.01 0.00 0.461
```
Forces are in eV/Å.

* energy: -34398.8884 eV
* HOMO energy: -9.4 eV
* LUMO energy: 0.7 eV

(3)
# C32H30N2O6PdTe

A structure of composition C32H30N2O6PdTe (the ωB97M-V functional and the def2-TZVPD basis, the Open Molecules 2025 dataset).

```
72
Properties=species:S:1:pos:R:3:forces:R:3:lowdin_spin:R:1
Pd 3.21085 -0.62392 -0.30803 1.32 -0.01 1.14 1.566
O 5.89070 2.07269 4.64317 -0.02 0.16 0.13 0.001
C 5.30349 1.40959 3.65059 -0.14 -0.20 -0.23 0.001
C 5.85921 0.27641 3.04735 0.03 0.06 0.07 0.005
C 5.15946 -0.31020 2.02122 -0.04 -0.45 -0.35 0.012
N 4.00508 0.17482 1.58461 0.16 0.13 0.06 0.141
C 3.45779 1.25024 2.15918 0.12 -0.17 -0.32 0.013
C 4.05967 1.89027 3.20923 0.01 0.06 0.20 0.004
C 2.17647 1.59278 1.44812 -0.32 0.21 0.56 0.032
O 1.14699 1.88518 2.03970 0.50 0.11 -0.25 0.062
O 2.26624 1.41046 0.16251 -0.13 -0.37 -0.10 0.236
C 5.59362 -1.55766 1.23863 0.62 1.11 1.24 0.021
O 6.68627 -2.02739 1.41248 -0.33 -0.34 -0.33 0.038
O 4.64759 -1.96541 0.44555 -0.68 -0.36 -0.83 0.362
H 6.75507 1.70701 4.86433 0.03 -0.07 -0.02 0.000
H 6.80536 -0.14615 3.36158 0.00 -0.01 -0.03 0.002
H 3.60912 2.74816 3.68823 -0.02 0.00 -0.04 0.001
C -5.72356 2.24753 2.46101 0.06 -0.03 0.00 0.003
C -4.37196 1.86127 1.93120 -0.04 -0.01 0.01 0.012
C -3.76585 2.58753 0.91128 0.00 -0.04 -0.01 0.013
C -2.52320 2.22863 0.40372 0.19 0.03 -0.16 0.044
C -1.86034 3.04202 -0.67635 -0.04 -0.10 0.10 0.019
C -1.93360 1.08684 0.93327 0.08 0.24 -0.01 0.299
Te -0.11454 0.32096 -0.14220 -1.29 -0.78 -0.03 0.756
N 1.40200 -0.64523 -1.45675 0.46 -0.27 0.24 0.656
C 2.13649 -0.06039 -2.39614 -0.51 0.59 -1.33 0.071
O 3.36186 -0.39896 -2.46062 -0.36 0.19 0.36 0.300
C 1.55657 0.87897 -3.39117 0.16 -0.08 -0.06 0.013
C 0.93178 2.06280 -3.00616 0.07 -0.03 -0.01 0.018
C 0.39587 2.90135 -3.97127 -0.02 0.04 0.02 0.002
C 0.48365 2.56228 -5.31347 0.00 -0.04 -0.02 0.009
C 1.13010 1.39466 -5.69651 0.00 0.00 -0.05 0.003
C 1.67783 0.55616 -4.74044 -0.02 -0.03 0.03 0.009
C -0.96246 -1.62073 -0.33407 0.02 -0.08 -0.10 0.041
C -0.36537 -2.73339 0.26733 0.00 0.26 0.11 0.008
C 0.82011 -2.63713 1.19232 -0.04 0.02 -0.24 0.024
C -0.88471 -3.99329 -0.00683 -0.11 0.02 -0.03 -0.001
C -1.96065 -4.16597 -0.86493 0.03 -0.02 0.01 0.007
C -2.50507 -5.53152 -1.16942 0.01 0.04 -0.04 0.001
C -2.51558 -3.04191 -1.47064 -0.02 -0.04 0.01 0.002
C -2.03558 -1.76585 -1.22965 0.09 0.17 0.05 0.018
C -2.63498 -0.58740 -1.95586 0.08 -0.07 0.13 0.023
C -2.44097 0.38256 2.01796 0.17 -0.18 0.05 0.053
C -1.70143 -0.73674 2.70185 -0.13 0.11 -0.06 0.014
C -3.69004 0.78157 2.48254 0.07 0.02 -0.05 0.017
H -6.14967 3.07314 1.89511 -0.02 0.01 0.02 0.000
H -5.65323 2.54244 3.50887 -0.02 0.02 -0.01 0.001
H -6.40765 1.40014 2.40547 -0.02 0.02 0.00 0.001
H -4.26132 3.46041 0.50240 -0.02 -0.01 0.01 0.002
H -2.37831 3.98727 -0.82310 0.00 0.00 -0.01 0.001
H -1.85887 2.50155 -1.62727 0.02 0.05 -0.03 0.005
H -0.82710 3.25964 -0.39383 0.00 0.08 -0.07 0.003
H 0.94297 2.36968 -1.96877 -0.06 -0.02 0.06 0.006
H -0.07633 3.83006 -3.67746 0.03 0.00 0.01 0.000
H 0.06309 3.21558 -6.06617 0.00 0.01 0.01 0.000
H 1.21388 1.14207 -6.74506 0.00 -0.01 0.01 0.000
H 2.19221 -0.35149 -5.02881 0.00 0.01 -0.02 0.000
H 0.96751 -1.61457 1.55098 0.15 -0.06 0.05 0.016
H 1.72074 -2.97219 0.67053 0.06 0.06 0.06 0.002
H 0.69846 -3.28014 2.06336 -0.03 0.03 0.03 0.002
H -0.43298 -4.86056 0.46140 0.00 0.01 0.02 0.000
H -2.07021 -6.28882 -0.52052 -0.01 -0.01 0.00 0.000
H -2.28474 -5.79921 -2.20447 -0.01 -0.04 0.01 0.001
H -3.58862 -5.55019 -1.05173 0.00 -0.03 0.01 0.000
H -3.33731 -3.17384 -2.16624 -0.01 0.04 0.01 0.001
H -3.27847 -0.91604 -2.76937 0.01 0.00 0.00 0.002
H -1.84363 0.03325 -2.38990 -0.08 0.05 -0.10 0.013
H -3.22710 0.03384 -1.28100 -0.01 0.03 -0.01 0.000
H -0.62711 -0.62061 2.56317 0.00 -0.07 0.11 0.007
H -2.00958 -1.70866 2.31346 0.04 0.00 -0.01 0.000
H -1.90483 -0.71873 3.77140 0.01 0.01 0.00 0.001
H -4.12113 0.24248 3.31912 -0.02 0.01 0.00 0.003
```
Forces are in eV/Å.

* energy: -59697.5337 eV
* total charge: +1
* 2S+1: 6
* HOMO energy (alpha / beta): -11.6 / -11.8 eV
* LUMO energy (alpha / beta): -2.5 / -6.2 eV

The lowest energy belongs to which entry?
C32H30N2O6PdTe